No. 1
15
Properties=species:S:1:pos:R:3 method="wB97M-V/def2-TZVPD" homo_ev=-9.066 total_charge=0 e_tot_ha=-412.89112
C 2.1221 -0.4794 0.2929
N 1.4414 -1.5129 0.0435
C 0.1935 -1.1246 -0.6081
N -0.9525 -1.7301 -0.7294
N -1.9970 -0.4632 -0.4670
C -1.6427 -0.0980 0.9271
C -1.1656 0.6892 -0.2307
C 0.2634 0.5665 -0.8206
N 1.5972 0.8429 -0.2703
H 3.0330 -0.6587 1.0656
H -2.4159 0.3715 1.8472
H -0.8853 -0.9359 1.3453
H -1.4713 1.8684 -0.0933
H -0.0856 0.9935 -1.9012
H 1.9653 1.6708 -0.4009


No. 2
18
Properties=species:S:1:pos:R:3 method="wB97M-V/def2-TZVPD" homo_ev=-9.740 total_charge=0 e_tot_ha=-961.67400
O -1.1902 2.4562 -0.9977
C -1.6579 1.4143 -1.4765
O -1.4930 0.1092 -0.9502
C -2.0627 -0.0197 0.3815
C -0.9228 0.5001 1.4247
C 0.4669 -0.0661 0.8197
N 1.2542 0.8850 0.1955
N 2.3577 0.4134 -0.3332
C 2.5309 -0.9459 -0.1688
S 4.0817 -1.6277 -0.9790
N 1.7688 -1.8903 0.4888
N 0.6645 -1.4197 1.0176
H -2.2375 1.5013 -2.4659
H -3.0464 0.5333 0.5251
H -2.1534 -1.1450 0.5883
H -0.9133 1.6328 1.4964
H -1.0863 0.0973 2.4757
H 3.6388 -2.4285 -2.0420